# 1
A cluster of 2 separate species, C6H16 in total. Source: OMol25; level of theory: the ωB97M-V functional and the def2-TZVPD basis.

Last column: Mulliken charge in e.
Atoms and positions in Å:
C  -1.6449  -2.9174  -0.0980  -1.056
C  -2.0908  -1.4429  0.0097  -0.218
C  -1.5856  -0.5907  -1.1102  -0.690
H  -0.5593  -2.9472  0.0949  0.268
H  -1.8352  -3.3309  -1.1027  0.289
H  -2.1521  -3.5542  0.6464  0.314
H  -3.1958  -1.4527  0.0753  0.303
H  -1.7013  -1.0189  0.9551  0.205
H  -0.4856  -0.6283  -1.0385  -0.066
H  -1.9103  0.4568  -0.9919  0.298
H  -1.8850  -0.9408  -2.1124  0.342
C  1.5385  2.8703  0.8507  -1.027
C  1.7301  1.3438  0.9587  -0.131
C  1.9126  0.6938  -0.4143  -1.033
H  0.5109  3.1990  0.6209  0.285
H  2.2166  3.2694  0.0777  0.284
H  1.8322  3.2906  1.8273  0.303
H  2.6275  1.0759  1.5490  0.279
H  0.8432  0.9725  1.5073  0.197
H  0.9779  0.8521  -0.9781  0.190
H  2.1193  -0.3889  -0.3727  0.306
H  2.7373  1.1889  -0.9542  0.358

Output
E = -238.1847 a.u.
Charge = 0
SMILES string = CCC.CCC
E_LUMO = 1.105 eV
Spin multiplicity = 1



# 2
A cluster of 2 separate species, C6H16 in total. Source: OMol25; level of theory: the ωB97M-V functional and the def2-TZVPD basis.

Last column: Mulliken charge in e.
Atoms and positions in Å:
C  -0.1414  -0.1969  -2.2899  -1.215
C  -1.2592  0.7792  -2.3319  -0.179
C  -1.5596  1.6056  -1.1270  -0.858
H  0.8446  0.1245  -2.5060  0.388
H  -0.2951  -0.7673  -3.1478  0.447
H  -0.1241  -1.0330  -1.6088  0.237
H  -1.3219  1.4058  -3.3004  0.300
H  -2.3003  0.2727  -2.5109  0.205
H  -0.8679  1.5370  -0.3644  -0.017
H  -1.5900  2.6832  -1.3598  0.309
H  -2.5598  1.4609  -0.7006  0.317
C  0.8466  -1.8123  1.3178  -0.993
C  1.5578  -0.7817  2.2329  -0.366
C  0.6353  0.4706  2.2624  -0.429
H  0.6676  -2.7669  1.6549  0.466
H  -0.1040  -1.5545  0.7955  0.230
H  1.5189  -1.8739  0.3607  0.197
H  1.7535  -1.1902  3.3071  0.232
H  2.6179  -0.5848  1.9639  0.323
H  1.2162  1.2673  2.6819  0.367
H  0.1172  0.4750  1.3046  -0.228
H  -0.0497  0.1576  3.0443  0.267

Output
E = -238.1159 a.u.
Charge = 0
SMILES string = CCC.CCC
E_LUMO = 1.119 eV
Spin multiplicity = 1



The energy above the lowest of the compared OMol25 structures with the same formula, charge and spin results, record by record, are as follows: 7.4; 50.6 kcal per mole.
The HOMO level results, record by record, are as follows: -0.410; -0.388 hartree.